## i
13
Properties=species:S:1:pos:R:3 method="wB97M-V/def2-TZVPD" lumo_energy_ev=0.96 homo_ev=-7.852 smiles="C/N=c1/[nH]cn[nH]1" orbital_gap_ev=8.81
C -1.87387 -1.43868 0.12778
C 0.09510 -0.07082 -0.26738
C 1.76588 1.66616 -0.16542
H -1.77910 -0.88270 1.15640
H -1.28508 -2.47034 -0.02087
H -2.81419 -1.67678 -0.22277
H -0.02788 1.63409 -1.54650
H 2.33418 2.58406 -0.56152
H 0.99775 -0.63616 1.62103
N -1.03250 -0.54272 -0.73812
N 0.61636 1.18216 -0.82364
N 1.98428 0.79432 0.72076
N 1.01906 -0.14258 0.72024

## ii
13
Properties=species:S:1:pos:R:3 method="wB97M-V/def2-TZVPD" lumo_energy_ev=0.67 homo_ev=-9.554 smiles="CN=C=N.N=C=N" orbital_gap_ev=10.22
C 0.85277 1.34677 0.33911
C -1.98645 0.49735 -0.51437
C 0.33168 -1.10153 0.43631
N 1.23944 2.43705 0.72149
N -2.10787 0.57964 -1.68404
N -2.29037 0.32678 0.66959
N 0.33950 0.30521 0.09657
H -0.52865 -1.45462 -0.10035
H 1.17015 -1.60630 0.04575
H 0.30137 -1.32579 1.43993
H -2.01732 1.38109 -2.29025
H -1.45582 0.12101 1.26820
H 1.83565 3.10993 0.04376

Energies, relative to the best one, in eV: i 0.075; ii 0.000.